{
  "formula": "C22H18BrN3O2S",
  "method": "ωB97M-V/def2-TZVPD",
  "symbols": ["O", "C", "C", "N", "C", "S", "N", "C", "C", "C", "C", "C", "C", "C", "C", "C", "C", "C", "O", "C", "C", "C", "C", "C", "C", "N", "C", "C", "Br", "H", "H", "H", "H", "H", "H", "H", "H", "H", "H", "H", "H", "H", "H", "H", "H", "H", "H"],
  "coordinates": [[-1.108505, -0.041137, -0.223168], [-0.798826, 0.814079, -1.034529], [-0.776137, 2.273459, -0.851750], [-1.048312, 3.031701, 0.177672], [-1.445256, 2.488983, 1.363438], [-3.011044, 2.653659, 1.909374], [-0.449644, 2.066227, 2.211561], [-0.660608, 1.291581, 3.419425], [-0.017264, -0.022691, 3.147020], [-0.789578, -1.147102, 2.762097], [-0.204977, -2.382686, 2.562171], [-0.974326, -3.516123, 2.286089], [-0.365959, -4.759144, 2.002320], [1.028910, -4.887565, 2.026674], [1.817446, -3.775097, 2.345463], [1.214247, -2.532464, 2.637796], [1.959084, -1.409500, 2.934412], [1.361376, -0.144979, 3.228197], [2.171341, 0.872718, 3.553105], [-0.460117, 2.808184, -2.180270], [-0.357373, 4.137225, -2.583119], [-0.206970, 4.332147, -3.953367], [-0.142700, 3.311589, -4.896631], [-0.268087, 1.986188, -4.448459], [-0.361008, 1.738234, -3.052848], [-0.486179, 0.542450, -2.365253], [-0.635350, -0.811299, -2.948950], [0.713144, -1.277015, -3.545940], [1.992786, -1.523036, -2.056106], [0.463306, 1.899609, 1.756412], [-1.714021, 1.034925, 3.576272], [-0.264657, 1.816254, 4.248569], [-1.836310, -1.063363, 2.629851], [-2.048747, -3.476267, 2.288442], [-0.987008, -5.622128, 1.760082], [1.481855, -5.822857, 1.761846], [2.870277, -3.865331, 2.470392], [3.051734, -1.483524, 2.941954], [3.048861, 0.505306, 3.670694], [-0.501444, 5.011742, -1.930185], [-0.150906, 5.360138, -4.279344], [-0.002900, 3.522734, -5.980475], [-0.300808, 1.160007, -5.147509], [-1.474723, -0.791836, -3.670593], [-0.958322, -1.531091, -2.193570], [0.580648, -2.234124, -4.054472], [1.053051, -0.538778, -4.274788]],
  "forces_ev_per_angstrom": [[0.3, 0.8, -0.4], [-0.7, -2.8, 0.6], [-0.1, 3.0, 1.0], [0.9, -1.8, -2.6], [-0.1, -0.2, 3.1], [0.1, -0.2, -0.7], [0.0, 0.6, -2.2], [-0.9, -1.1, -1.1], [-0.9, -1.3, 0.1], [1.8, 1.9, 0.9], [0.6, -0.7, -0.1], [0.7, -2.6, -0.7], [-1.2, 1.5, 0.3], [0.8, 1.7, 0.2], [-1.5, -1.4, 0.0], [-0.6, -0.1, -0.4], [0.1, 2.3, 0.6], [1.3, -3.8, -0.8], [-0.1, 1.2, 0.3], [0.1, 1.0, 1.1], [-0.5, -0.5, -0.7], [0.3, 1.1, -0.1], [-0.1, -0.7, 0.2], [0.2, -0.3, 0.8], [-0.1, 0.9, -2.3], [-0.6, -1.1, 0.6], [0.3, 0.5, 0.0], [-1.0, 0.1, 0.3], [-0.4, 0.2, -0.8], [-0.8, 0.2, 0.4], [0.1, 0.9, -0.1], [0.4, 0.4, 1.0], [-0.9, 0.3, 0.0], [-0.3, 0.2, -0.1], [0.1, 0.3, 0.1], [0.2, -0.3, 0.1], [0.7, -0.1, -0.2], [-0.2, 0.0, 0.1], [0.3, 0.1, 0.0], [0.2, -0.8, -0.1], [0.1, 0.1, -0.2], [-0.2, -0.1, 1.0], [0.1, 0.0, 0.0], [0.6, 0.1, -0.2], [0.2, 0.5, 0.3], [0.2, 0.1, 0.2], [0.5, -0.1, 0.4]],
  "smiles": "O=C1/C(=N\\C(=S)NCc2cc3ccccc3cc2O)c2ccccc2N1CCBr",
  "mol_weight_g_mol": 468.4,
  "e_tot_ha": -4136.1024,
  "homo_lumo_gap_ev": 6.6306,
  "homo_ev": -7.75
}